Entry 1:
Density functional theory data (wB97M-V/def2-TZVPD) for a 4-piece molecular cluster, C15H15ClN3 overall.

Each line ends with the Löwdin charge.
Geometry (Å):
1 Cl 2.25 2.74 1.28  0.17
2 N -1.47 2.81 0.31  0.07
3 C -1.37 2.48 1.60  -0.20
4 C -2.39 2.08 2.41  -0.08
5 C -3.59 1.81 1.77  -0.11
6 C -3.70 1.86 0.42  -0.08
7 C -2.63 2.44 -0.31  -0.11
8 H -0.47 2.76 2.14  0.05
9 H -2.16 1.88 3.44  0.10
10 H -4.42 1.47 2.37  0.10
11 H -4.65 1.61 -0.02  0.10
12 H -2.75 2.61 -1.37  0.10
13 N 2.79 -1.69 0.93  0.05
14 C 2.60 -3.03 0.68  -0.15
15 C 1.64 -3.76 1.33  -0.09
16 C 0.80 -3.10 2.18  -0.08
17 C 0.91 -1.70 2.34  -0.06
18 C 1.94 -1.00 1.73  -0.15
19 H 3.30 -3.54 0.04  0.10
20 H 1.59 -4.84 1.27  0.10
21 H -0.01 -3.59 2.69  0.10
22 H 0.19 -1.16 2.94  0.09
23 H 1.95 0.08 1.81  0.03
24 N 0.89 1.58 -2.32  0.05
25 C 0.32 1.31 -3.55  -0.12
26 C 0.35 -0.01 -4.08  -0.09
27 C 0.85 -1.08 -3.34  -0.07
28 C 1.56 -0.74 -2.17  -0.07
29 C 1.57 0.57 -1.70  -0.16
30 H -0.25 2.13 -3.94  0.09
31 H -0.27 -0.24 -4.94  0.09
32 H 0.70 -2.10 -3.67  0.10
33 H 1.88 -1.48 -1.46  0.07
34 H 2.06 0.84 -0.78  0.04

Results
Total energy in hartree: -1204.9243
Kohn-Sham gap (spin up / spin down) in eV: 10.025 / 5.460
HOMO energy (spin up / spin down) in eV: -9.3 / -9.3
Spin multiplicity: 2

Entry 2:
Density functional theory data (wB97M-V/def2-TZVPD) for a 3-piece molecular cluster, C4H12O2 overall.

Each line ends with the Löwdin charge.
Geometry (Å):
1 C 0.82 -0.65 -0.38  0.00
2 C -0.45 -0.92 -0.58  -0.43
3 C -1.52 0.05 -0.60  -0.11
4 C -0.97 -2.45 -0.58  -0.06
5 H 1.44 -1.53 -0.64  0.07
6 H 1.34 0.28 -0.12  0.07
7 H -2.49 -0.37 -0.98  0.09
8 H -1.23 0.87 -1.21  0.07
9 H -1.76 0.51 0.34  0.08
10 H -0.14 -2.92 -0.09  0.03
11 H -0.88 -2.90 -1.64  0.10
12 H -1.91 -2.65 0.04  0.09
13 O 4.46 1.14 -2.86  -0.13
14 H 4.21 0.89 -1.89  0.08
15 H 4.28 0.30 -3.38  0.05
16 O -1.44 3.45 5.23  -0.12
17 H -2.34 3.00 4.97  0.09
18 H -1.44 3.91 4.37  0.03

Results
Total energy in hartree: -309.9991
SMILES: C=C(C)C.O.O
Kohn-Sham gap in eV: 9.945
ΔE to the lowest compared entry with this formula, charge and spin in kcal/mol: 46.3
HOMO energy in eV: -9.4

Entry 3:
Density functional theory data (wB97M-V/def2-TZVPD) for the molecule C3H5NO.

Each line ends with the Löwdin charge.
Geometry (Å):
1 N -2.40 -0.20 0.09  0.16
2 C -1.18 -0.03 0.14  -0.22
3 C -0.08 0.63 0.49  -0.11
4 C 0.98 0.20 -0.45  -0.33
5 O 2.13 -0.34 0.10  -0.04
6 H -2.81 -1.09 -0.16  0.08
7 H 0.03 1.39 1.24  0.11
8 H 1.28 0.94 -1.20  0.11
9 H 0.16 -0.54 -1.06  0.15
10 H 1.89 -0.95 0.81  0.10

Results
Total energy in hartree: -247.1842
SMILES: N=C=CCO
Kohn-Sham gap in eV: 8.667
ΔE to the lowest compared entry with this formula, charge and spin in kcal/mol: 77.2
HOMO energy in eV: -8.5

Entry 4:
Density functional theory data (wB97M-V/def2-TZVPD) for C74H63AsN6O2P2Ti as an isolated structure.

Each line ends with the Löwdin charge.
Geometry (Å):
1 Ti 0.81 -1.02 -0.78  1.01
2 C 2.03 -3.09 4.43  0.01
3 N 1.42 -2.09 3.55  -0.04
4 C 1.35 -2.08 2.21  -0.45
5 N 0.75 -0.97 1.75  0.09
6 C 0.40 -0.25 2.89  -0.14
7 C 0.82 -0.95 4.01  -0.12
8 C 0.67 -0.65 5.45  -0.18
9 C 1.29 0.46 6.02  -0.02
10 C 1.11 0.75 7.36  -0.05
11 C 0.31 -0.07 8.15  -0.06
12 C -0.31 -1.18 7.59  -0.06
13 C -0.12 -1.47 6.25  -0.04
14 C -0.45 0.95 3.13  -0.18
15 C 0.07 2.24 3.27  -0.05
16 C -0.69 3.24 3.86  -0.07
17 C -1.97 2.97 4.33  -0.07
18 C -2.49 1.69 4.20  -0.07
19 C -1.74 0.69 3.61  -0.05
20 P 1.96 -3.48 1.24  1.21
21 C 3.07 -2.55 0.14  -0.42
22 N 2.81 -1.45 -0.57  0.02
23 C 3.99 -1.07 -1.22  -0.10
24 C 4.98 -1.92 -0.78  -0.09
25 N 4.37 -2.83 0.06  -0.03
26 C 5.07 -3.88 0.83  0.01
27 C 6.44 -1.93 -1.01  -0.20
28 C 7.19 -0.79 -0.69  -0.02
29 C 8.56 -0.77 -0.92  -0.05
30 C 9.19 -1.89 -1.46  -0.06
31 C 8.45 -3.02 -1.77  -0.06
32 C 7.08 -3.04 -1.55  -0.05
33 C 4.13 -0.02 -2.26  -0.16
34 C 4.90 -0.31 -3.39  -0.01
35 C 5.09 0.63 -4.38  -0.05
36 C 4.50 1.88 -4.28  -0.05
37 C 3.70 2.17 -3.18  -0.05
38 C 3.51 1.22 -2.19  -0.04
39 C 0.47 -3.68 0.22  -0.42
40 N -0.24 -2.71 -0.35  0.00
41 C -1.37 -3.28 -0.91  -0.14
42 C -1.36 -4.62 -0.62  -0.08
43 N -0.18 -4.85 0.08  -0.03
44 C 0.28 -6.16 0.55  0.01
45 C -2.35 -5.67 -0.94  -0.17
46 C -2.75 -5.87 -2.26  -0.01
47 C -3.71 -6.83 -2.56  -0.05
48 C -4.26 -7.60 -1.54  -0.06
49 C -3.87 -7.41 -0.23  -0.06
50 C -2.92 -6.44 0.08  -0.04
51 C -2.41 -2.53 -1.66  -0.18
52 C -3.62 -2.25 -1.04  -0.01
53 C -4.65 -1.65 -1.75  -0.06
54 C -4.48 -1.34 -3.09  -0.06
55 C -3.27 -1.62 -3.72  -0.07
56 C -2.24 -2.21 -3.01  -0.04
57 H 2.59 -3.81 3.84  0.06
58 H 2.70 -2.60 5.13  0.11
59 H 1.27 -3.62 4.99  0.10
60 H 1.93 1.09 5.41  0.12
61 H 1.59 1.61 7.80  0.11
62 H 0.16 0.16 9.19  0.11
63 H -0.93 -1.82 8.20  0.11
64 H -0.63 -2.33 5.81  0.12
65 H 1.08 2.45 2.96  0.10
66 H -0.26 4.23 3.97  0.11
67 H -2.55 3.75 4.80  0.12
68 H -3.49 1.47 4.58  0.12
69 H -2.14 -0.32 3.55  0.13
70 H 6.14 -3.72 0.73  0.09
71 H 4.81 -3.81 1.88  0.08
72 H 4.82 -4.87 0.46  0.10
73 H 6.69 0.08 -0.28  0.12
74 H 9.13 0.11 -0.67  0.11
75 H 10.26 -1.87 -1.64  0.11
76 H 8.94 -3.89 -2.20  0.11
77 H 6.51 -3.92 -1.82  0.12
78 H 5.32 -1.30 -3.52  0.12
79 H 5.69 0.38 -5.25  0.11
80 H 4.66 2.63 -5.05  0.11
81 H 3.21 3.13 -3.10  0.10
82 H 2.88 1.48 -1.35  0.06
83 H -0.30 -6.93 0.05  0.10
84 H 1.33 -6.29 0.31  0.09
85 H 0.14 -6.26 1.63  0.10
86 H -2.32 -5.27 -3.05  0.12
87 H -4.01 -6.98 -3.58  0.11
88 H -5.01 -8.35 -1.78  0.11
89 H -4.30 -8.00 0.57  0.11
90 H -2.63 -6.28 1.11  0.12
91 H -3.76 -2.51 0.00  0.12
92 H -5.59 -1.44 -1.26  0.11
93 H -5.29 -0.89 -3.65  0.10
94 H -3.14 -1.38 -4.77  0.11
95 H -1.29 -2.42 -3.50  0.12
96 O 1.06 -0.35 -2.42  -0.30
97 O 0.95 -1.79 -2.45  -0.23
98 C -2.18 2.13 -0.50  -0.37
99 C -2.81 2.19 0.87  -0.42
100 As -4.56 3.13 0.91  1.32
101 C -5.04 2.81 -0.95  -0.42
102 C -5.88 1.72 -1.21  -0.13
103 C -6.21 1.37 -2.51  -0.11
104 C -5.71 2.11 -3.58  -0.08
105 C -4.89 3.20 -3.33  -0.07
106 C -4.56 3.55 -2.03  -0.12
107 C -3.96 4.98 0.74  -0.42
108 C -4.87 5.91 0.26  -0.13
109 C -4.53 7.25 0.15  -0.07
110 C -3.27 7.69 0.54  -0.08
111 C -2.36 6.77 1.04  -0.08
112 C -2.70 5.42 1.14  -0.12
113 P -0.47 1.44 -0.73  1.09
114 C 0.72 2.59 0.03  -0.37
115 C 1.94 2.11 0.49  -0.17
116 C 2.91 2.96 1.00  -0.07
117 C 2.64 4.32 1.08  -0.05
118 C 1.42 4.82 0.65  -0.05
119 C 0.47 3.96 0.11  -0.09
120 C -0.44 1.90 -2.52  -0.36
121 C 0.25 2.99 -3.03  -0.08
122 C 0.12 3.33 -4.38  -0.06
123 C -0.71 2.60 -5.21  -0.06
124 C -1.41 1.52 -4.69  -0.06
125 C -1.27 1.17 -3.36  -0.11
126 H -2.12 3.10 -0.97  0.07
127 H -2.77 1.51 -1.16  0.07
128 H -2.16 2.68 1.60  0.02
129 H -3.03 1.20 1.25  0.05
130 H -6.29 1.15 -0.38  0.09
131 H -6.88 0.53 -2.69  0.11
132 H -5.98 1.84 -4.59  0.11
133 H -4.51 3.79 -4.16  0.11
134 H -3.93 4.42 -1.86  0.10
135 H -5.86 5.59 -0.05  0.11
136 H -5.26 7.97 -0.23  0.11
137 H -3.01 8.73 0.46  0.11
138 H -1.38 7.11 1.37  0.10
139 H -1.99 4.73 1.56  0.07
140 H 2.16 1.05 0.48  0.07
141 H 3.86 2.57 1.34  0.12
142 H 3.39 5.00 1.49  0.12
143 H 1.21 5.88 0.71  0.11
144 H -0.47 4.37 -0.23  0.10
145 H 0.90 3.58 -2.40  0.09
146 H 0.67 4.18 -4.77  0.11
147 H -0.80 2.86 -6.25  0.11
148 H -2.08 0.95 -5.33  0.11
149 H -1.83 0.32 -2.97  0.08

Results
Total energy in hartree: -7104.2856
Kohn-Sham gap in eV: 6.258
Total charge: +2
HOMO energy in eV: -11.7